# 1
Here is an isolated ion of composition C30H49F4N2O2 and charge +1 at a distorted geometry from OMol25. Energies are from ωB97M-V with the def2-TZVPD basis set.

Geometry as XYZ:
```
87
Properties=species:S:1:pos:R:3
C 2.14809 8.57470 -0.22995
C 2.67518 8.34953 -1.66330
C 1.69723 7.51366 -2.49395
C 0.30595 8.15593 -2.64861
C -0.82315 7.11106 -2.66515
C -0.54869 5.89143 -3.55953
C -1.77505 5.42707 -4.38594
C -2.52938 4.25067 -3.75931
C -2.99291 4.51028 -2.30982
C -2.19218 3.75666 -1.24719
C -2.40949 2.23138 -1.32092
C -3.38268 1.68252 -0.25042
C -2.89970 0.37680 0.38229
C -2.04673 0.60800 1.62431
C -1.51829 -0.70836 2.23868
C 0.01272 -0.76139 2.34831
C 0.50641 -1.67225 3.48229
C 1.72420 -2.53598 3.09020
C 1.69861 -3.90045 3.78861
C 0.65937 -4.83274 3.09662
C 1.13903 -6.24464 2.83587
C 1.99048 -6.68402 1.79137
C 2.56116 -5.69729 0.81405
O 2.87768 -4.62536 1.18992
O 2.77568 -6.08320 -0.45481
C 1.60560 -6.51221 -1.16009
C 0.50992 -5.44581 -1.30896
C 0.97344 -4.01739 -1.37252
F 2.24077 -3.70361 -1.66366
C 0.11781 -3.02623 -1.13350
F 0.24189 -1.79917 -1.57797
F -0.98289 -3.18825 -0.41478
C 2.32121 -8.01911 1.64355
C 1.82360 -8.97662 2.52494
N 2.12249 -10.32102 2.40285
N 1.03758 -8.55042 3.53374
C 0.70395 -7.24474 3.68273
F -0.08379 -7.02504 4.71630
H 1.69049 9.55620 -0.15108
H 2.97866 8.47743 0.46401
H 1.42129 7.80684 0.03021
H 2.90678 9.28595 -2.16794
H 3.59607 7.76932 -1.59286
H 2.10123 7.34312 -3.49215
H 1.62990 6.53402 -2.01639
H 0.12322 8.85779 -1.83842
H 0.27735 8.67771 -3.60554
H -1.05650 6.81241 -1.64243
H -1.71482 7.61717 -3.03991
H 0.27057 6.08574 -4.24836
H -0.24900 5.05358 -2.93139
H -2.45868 6.26619 -4.51595
H -1.41368 5.15015 -5.37644
H -3.42143 4.07984 -4.36257
H -1.89427 3.36753 -3.84173
H -4.02963 4.17400 -2.23952
H -2.99590 5.57876 -2.10544
H -1.13450 4.00375 -1.30193
H -2.57095 4.09191 -0.28075
H -1.46145 1.70256 -1.21516
H -2.80594 1.99382 -2.30643
H -3.61059 2.44266 0.49482
H -4.32158 1.47343 -0.76568
H -2.36659 -0.21199 -0.36716
H -3.78419 -0.19201 0.67891
H -2.68850 1.10731 2.34862
H -1.20514 1.25346 1.36929
H -1.87719 -1.53294 1.61947
H -1.96062 -0.82289 3.22810
H 0.41170 -1.04833 1.37482
H 0.33010 0.26335 2.53589
H 0.83056 -1.03204 4.30097
H -0.31978 -2.30495 3.80853
H 1.68062 -2.65850 2.01050
H 2.65834 -2.02104 3.30673
H 1.38094 -3.71428 4.81289
H 2.68610 -4.34825 3.76835
H -0.18298 -4.92305 3.77459
H 0.28489 -4.37599 2.18286
H 1.15892 -7.41405 -0.73444
H 1.94696 -6.80001 -2.14861
H -0.04538 -5.65752 -2.22154
H -0.19721 -5.54837 -0.48499
H 2.95965 -8.35287 0.83880
H 1.43115 -10.90264 2.86976
H 2.05896 -10.59385 1.42613
H 0.66699 -9.23486 4.18429
```

The calculation puts the total energy at -1831.66217 a.u. As for the net charge: +1.

***

# 2
Here is C23H31BiCl2N4O3 as an isolated structure at a distorted geometry from OMol25. Energies are from ωB97M-V with the def2-TZVPD basis set.

Geometry as XYZ:
```
64
Properties=species:S:1:pos:R:3
O -2.46659 3.07199 0.85692
C -2.19092 3.32656 -0.32898
C -3.01761 2.75235 -1.47656
C -3.32376 1.38604 -1.64611
H -2.86388 0.65065 -0.96241
C -4.16419 1.00216 -2.70340
H -4.41386 -0.03965 -2.82433
C -4.65545 1.97038 -3.58816
H -5.29333 1.67328 -4.40155
C -4.38449 3.32249 -3.40890
H -4.77305 4.10396 -4.07021
C -3.56442 3.71323 -2.32481
H -3.30567 4.78670 -2.15411
H -1.63666 4.18822 -0.67807
C 0.72073 3.36203 -0.23235
C -0.13170 2.42374 -0.94580
H 0.84784 4.33198 -0.78516
H 1.74615 2.93031 -0.07314
H 0.31137 3.61693 0.77337
C -0.18395 1.97154 -2.20770
C 0.87659 2.36705 -3.21548
H -0.98330 1.36890 -2.55489
H 0.53916 3.26136 -3.74578
H 1.00077 1.58954 -3.96970
H 1.82938 2.59226 -2.71804
Bi 1.10110 -0.05339 -0.72776
Cl 0.66571 -1.34237 -3.00326
Cl 3.41668 0.78866 -1.22558
C 2.86090 -2.87433 -0.76222
O 2.22503 -2.07919 0.00318
N 3.52886 -3.90790 -0.27473
C 3.65653 -4.12490 1.16149
C 4.34927 -4.73368 -1.15570
H 2.83887 -2.72433 -1.84938
H 2.90235 -3.53953 1.68472
H 4.64985 -3.83997 1.50490
H 3.51061 -5.18260 1.37399
H 4.01312 -4.57829 -2.17793
H 4.24261 -5.79558 -0.86966
H 5.41796 -4.45893 -1.07297
H 2.30127 1.34630 4.61868
H -0.30236 2.15724 5.27651
C 2.11431 2.03044 3.77448
C -0.22765 2.69422 4.32437
N 0.69480 2.01962 3.42265
H 2.72137 1.73618 2.91788
C 0.24427 1.29359 2.40395
O 1.01793 0.65297 1.63865
H -1.21587 2.72294 3.83461
H -0.85464 1.30703 2.26336
H 2.36484 3.05045 4.10227
H 0.12827 3.70218 4.51282
N -2.27905 -3.55853 4.53585
C -1.94364 -3.49165 3.41475
C -1.51389 -3.40420 2.03193
C -1.39639 -4.56202 1.25370
C -0.98698 -4.44320 -0.08030
C -0.67995 -3.17441 -0.54299
N -0.78126 -2.08025 0.19567
C -1.19870 -2.16445 1.46132
H -1.62547 -5.53202 1.69586
H -0.88402 -5.30019 -0.74506
H -0.31840 -3.04614 -1.57793
H -1.27742 -1.23373 2.04322
```

The calculation puts the total energy at -2474.69155 a.u. As for the net charge: 0.

***

Number 1: E_LUMO -4.772 eV, Kohn-Sham gap 6.7 eV. Number 2: E_LUMO -0.241 eV, Kohn-Sham gap 5.8 eV.